--- a ---
DFT (ωB97M-V with the def2-TZVPD basis set) results for one molecule with the formula C4H6N2OS.

ORCA input file:
```
! RIJCOSX wB97M-V def2-TZVPD def2/J DEFGRID3
* xyz 0 1
C 0.22 -0.91 0.05
C -1.54 0.67 0.01
C -0.20 1.35 -0.69
C 0.86 0.44 -0.05
H 2.55 -1.20 1.12
H -1.75 -1.69 -0.37
H -2.66 0.80 -0.26
H -1.28 0.89 1.21
H -0.15 1.03 -1.85
H -0.16 2.57 -0.81
N 0.83 -1.94 0.41
N -1.12 -0.79 -0.40
O 2.09 -2.02 0.93
S 2.31 0.81 0.70
*
```

Properties
M = 130.17 g mol⁻¹
Highest occupied orbital energy = -0.32168 Ha
Gap between HOMO and LUMO = 0.28373 Ha
Structure (SMILES) = O/N=C1/NCCC1=S

Results of the Mulliken charge analysis, in e, for atoms 1 through 2: C 0.3240; C -0.4949

---

--- b ---
DFT (ωB97M-V with the def2-TZVPD basis set) results for a 2-piece molecular cluster, C4H6N2OS overall.

ORCA input file:
```
! RIJCOSX wB97M-V def2-TZVPD def2/J DEFGRID3
* xyz 0 1
C 0.33 -0.55 0.72
C -0.79 0.12 -1.27
C -0.50 1.44 -1.31
C 0.10 1.84 0.02
H 1.34 -3.46 2.75
H 0.13 -1.97 -1.11
H -1.61 -0.26 -2.07
H -0.92 2.23 -1.97
H 0.86 2.79 -0.14
H -0.75 2.35 0.59
N 1.04 -1.35 1.53
N -0.52 -0.91 -0.23
O 0.51 0.73 0.95
S 0.79 -3.00 1.52
*
```

Properties
M = 130.17 g mol⁻¹
Highest occupied orbital energy = -0.28523 Ha
Gap between HOMO and LUMO = 0.26468 Ha

Results of the Mulliken charge analysis, in e, for atoms 1 through 2: C 0.7779; C -0.0821

---

--- c ---
DFT (ωB97M-V with the def2-TZVPD basis set) results for one molecule with the formula C4H6N2OS.

ORCA input file:
```
! RIJCOSX wB97M-V def2-TZVPD def2/J DEFGRID3
* xyz 0 1
C 1.41 -0.10 -0.20
C -0.54 0.50 1.18
C -1.82 0.74 1.47
C -0.78 -0.05 -1.22
H 2.74 -1.25 -1.19
H 1.14 -1.80 -1.29
H 0.26 0.62 1.92
H -2.56 0.62 0.74
H -2.01 1.03 2.45
H -0.13 -0.14 -2.12
N 1.76 -1.06 -1.10
N 0.00 0.08 -0.06
O -1.98 0.03 -1.25
S 2.52 0.77 0.66
*
```

Properties
M = 130.17 g mol⁻¹
Highest occupied orbital energy = -0.33053 Ha
Gap between HOMO and LUMO = 0.33841 Ha
Structure (SMILES) = C=CN(C=O)C(N)=S

Results of the Mulliken charge analysis, in e, for atoms 1 through 2: C 0.3334; C 0.0386

---

--- d ---
DFT (ωB97M-V with the def2-TZVPD basis set) results for one molecule with the formula C4H6N2OS.

ORCA input file:
```
! RIJCOSX wB97M-V def2-TZVPD def2/J DEFGRID3
* xyz 0 1
C -0.42 0.19 0.21
C 1.61 -1.22 -0.16
C 1.98 0.05 0.04
C 0.85 0.98 0.40
H -2.56 -0.75 -0.69
H -3.41 0.63 -0.38
H 2.25 -2.06 -0.38
H 2.98 0.38 -0.05
H 0.96 1.29 1.42
H -0.01 2.51 -0.35
N -2.68 0.03 -0.03
N -1.53 0.77 0.15
O 0.88 2.14 -0.40
S -0.12 -1.55 -0.01
*
```

Properties
M = 130.17 g mol⁻¹
Highest occupied orbital energy = -0.30933 Ha
Gap between HOMO and LUMO = 0.33729 Ha
Structure (SMILES) = N/N=C1\SC=C[C@H]1O

Results of the Mulliken charge analysis, in e, for atoms 1 through 2: C 0.2258; C -0.1241

---

Which of them is the most stable? Correct choice: c.

---

--- a ---
DFT (ωB97M-V with the def2-TZVPD basis set) results for one molecule with the formula C4H6N2OS.

ORCA input file:
```
! RIJCOSX wB97M-V def2-TZVPD def2/J DEFGRID3
* xyz 0 1
C -1.79 -0.08 0.21
C -1.28 1.34 0.11
C 1.75 0.46 -0.45
C 1.66 -0.62 0.52
H -2.69 -0.21 -0.36
H -2.00 -0.27 1.26
H -1.34 1.74 -0.93
H -1.85 1.98 0.83
H 2.55 0.39 -1.20
H 2.53 -0.88 1.11
N 0.89 1.38 -0.61
N 0.67 -1.39 0.68
O 0.06 1.51 0.52
S -0.66 -1.33 -0.48
*
```

Properties
M = 130.17 g mol⁻¹
Highest occupied orbital energy = -0.31288 Ha
Gap between HOMO and LUMO = 0.31803 Ha
Structure (SMILES) = C1=N\OCCS\N=C/1

Results of the Mulliken charge analysis, in e, for atoms 1 through 2: C -0.5108; C -0.3848

---

--- b ---
DFT (ωB97M-V with the def2-TZVPD basis set) results for one molecule with the formula C4H6N2OS.

ORCA input file:
```
! RIJCOSX wB97M-V def2-TZVPD def2/J DEFGRID3
* xyz 0 1
C -1.45 1.75 0.23
C -0.12 1.24 0.81
C -0.29 0.06 1.82
C 0.61 -0.71 -0.18
H -2.13 2.10 1.04
H 0.30 2.15 1.30
H 0.57 0.14 2.49
H -1.25 0.06 2.38
H 0.03 -2.03 1.36
H 0.91 1.13 -1.07
N -0.06 -1.09 0.97
N 0.73 0.63 -0.20
O -1.70 1.79 -0.96
S 1.12 -1.79 -1.33
*
```

Properties
M = 130.17 g mol⁻¹
Highest occupied orbital energy = -0.30301 Ha
Gap between HOMO and LUMO = 0.31710 Ha
Structure (SMILES) = O=C[C@H]1CNC(=S)N1

Results of the Mulliken charge analysis, in e, for atoms 1 through 2: C -0.1165; C 0.1709

---

--- c ---
DFT (ωB97M-V with the def2-TZVPD basis set) results for one molecule with the formula C4H6N2OS.

ORCA input file:
```
! RIJCOSX wB97M-V def2-TZVPD def2/J DEFGRID3
* xyz 0 1
C 0.17 0.24 -1.31
C -1.19 -0.33 -0.93
C -1.23 -0.63 0.48
C 0.14 -0.40 1.02
H 1.84 2.33 0.31
H 0.06 1.25 -1.68
H 0.65 -0.45 -1.98
H -1.86 -0.84 -1.63
H -1.77 -1.45 0.92
H 1.47 -0.63 2.33
N 0.84 0.19 0.01
N 0.47 -0.75 2.20
O -1.93 0.48 0.02
S 2.35 0.99 0.23
*
```

Properties
M = 130.17 g mol⁻¹
Highest occupied orbital energy = -0.34198 Ha
Gap between HOMO and LUMO = 0.36296 Ha
Structure (SMILES) = [H]/N=C1/[C@H]2O[C@H]2CN1S

Results of the Mulliken charge analysis, in e, for atoms 1 through 2: C -0.5229; C -0.2779

---

Which of them is the most stable? Correct choice: b.

---

--- a ---
DFT (ωB97M-V with the def2-TZVPD basis set) results for one molecule with the formula C4H6N2OS.

ORCA input file:
```
! RIJCOSX wB97M-V def2-TZVPD def2/J DEFGRID3
* xyz 0 1
C -0.77 0.46 -0.14
C -2.11 0.60 -0.20
C 0.07 1.57 0.06
C -0.37 -0.98 -0.10
N 1.43 1.39 0.24
N -3.11 1.03 -0.74
O -0.33 2.70 0.28
S 2.73 0.62 -0.54
H -0.25 -1.53 0.95
H 0.58 -1.12 -0.52
H -1.19 -1.50 -0.54
H 1.77 2.31 0.59
H -4.00 1.44 -0.30
H 2.70 -0.62 0.06
*
```

Properties
M = 130.17 g mol⁻¹
Highest occupied orbital energy = -0.32344 Ha
Gap between HOMO and LUMO = 0.33462 Ha
Structure (SMILES) = CC(=C=N)C(=O)NS

Results of the Mulliken charge analysis, in e, for atoms 1 through 2: C 0.6159; C 0.0553

---

--- b ---
DFT (ωB97M-V with the def2-TZVPD basis set) results for one molecule with the formula C4H6N2OS.

ORCA input file:
```
! RIJCOSX wB97M-V def2-TZVPD def2/J DEFGRID3
* xyz 0 1
C 0.31 -0.06 1.26
C -0.22 0.03 -0.08
C 0.74 0.51 -1.03
C -0.06 -1.58 -1.90
H -1.03 1.96 3.73
H 0.99 -1.00 1.34
H -1.29 0.01 -0.14
H 1.63 1.01 -0.59
H 0.36 1.22 -1.94
H -0.69 -2.29 -1.35
N -0.01 0.64 2.30
N 0.66 -0.86 -0.90
O -0.03 -1.41 -3.08
S -1.37 1.81 2.38
*
```

Properties
M = 130.17 g mol⁻¹
Highest occupied orbital energy = -0.34195 Ha
Gap between HOMO and LUMO = 0.36342 Ha
Structure (SMILES) = O=CN1C[C@@H]1/C=N\S

Results of the Mulliken charge analysis, in e, for atoms 1 through 2: C -0.0238; C -0.1867

---

Which of them is the most stable? Correct choice: a.

---

--- a ---
DFT (ωB97M-V with the def2-TZVPD basis set) results for a 3-piece molecular cluster, C3H14NO2 overall.

ORCA input file:
```
! RIJCOSX wB97M-V def2-TZVPD def2/J DEFGRID3
* xyz 1 1
C -0.17 -0.79 -1.90
C -1.05 -0.26 -0.74
N -0.21 0.24 0.33
C -0.90 1.23 1.22
H 0.77 -0.27 -2.12
H -0.84 -0.74 -2.86
H 0.09 -1.94 -1.70
H -1.78 -0.87 -0.31
H -1.66 0.72 -1.19
H 0.10 -0.55 0.88
H 0.73 0.52 -0.02
H -1.83 0.73 1.61
H -0.27 1.60 2.02
H -1.26 1.92 0.55
H 2.09 1.97 -1.14
H 2.06 2.95 -0.04
O 1.54 2.22 -0.42
H 1.28 -2.68 2.53
H 0.71 -3.44 1.40
O 0.60 -2.56 1.88
*
```

Properties
M = 96.15 g mol⁻¹
Highest occupied orbital energy = -0.56935 Ha
Gap between HOMO and LUMO = 0.46539 Ha

Results of the Mulliken charge analysis, in e, for atoms 1 through 2: C -1.0368; C -0.3994

---

--- b ---
DFT (ωB97M-V with the def2-TZVPD basis set) results for a 3-piece molecular cluster, C3H14NO2 overall.

ORCA input file:
```
! RIJCOSX wB97M-V def2-TZVPD def2/J DEFGRID3
* xyz 1 1
C -2.00 -0.82 1.44
C -0.70 -0.13 1.07
C 0.25 -0.12 2.24
N -0.02 -1.03 -0.05
H -2.75 -0.87 0.67
H -1.86 -1.75 1.99
H -2.45 -0.09 2.13
H -0.81 0.80 0.53
H 0.45 -1.13 2.57
H -0.19 0.49 3.02
H 1.21 0.34 2.00
H 1.00 -1.05 0.04
H -0.36 -1.98 -0.06
H -0.14 -0.56 -0.95
H 0.33 2.59 -2.61
H 0.85 3.50 -3.75
O 1.00 2.67 -3.29
H 2.38 -0.99 -2.58
H 1.87 0.50 -2.43
O 1.95 -0.36 -1.99
*
```

Properties
M = 96.15 g mol⁻¹
Highest occupied orbital energy = -0.54497 Ha
Gap between HOMO and LUMO = 0.42539 Ha

Results of the Mulliken charge analysis, in e, for atoms 1 through 2: C -1.3761; C 0.3928

---

Which of them is the most stable? Correct choice: b.

---

--- a ---
DFT (ωB97M-V with the def2-TZVPD basis set) results for a 2-piece molecular cluster, C7H14S overall.

ORCA input file:
```
! RIJCOSX wB97M-V def2-TZVPD def2/J DEFGRID3
* xyz 0 1
C -0.14 0.53 -1.15
C -0.67 -0.42 1.33
C 1.54 0.40 0.65
C 1.30 0.82 -0.82
C -0.25 -1.35 2.47
C 1.28 2.31 -0.91
C -2.36 -0.77 -1.06
S -0.66 -0.77 -0.31
H -0.52 0.60 -2.10
H 1.78 1.18 1.43
H 2.01 -0.46 0.76
H 2.24 0.37 -1.36
H 0.76 -1.90 2.32
H -1.09 -2.01 2.58
H -0.21 -0.81 3.46
H 0.43 2.79 -0.36
H 1.22 2.78 -1.97
H 2.01 2.79 -0.46
H -2.13 -1.26 -2.07
H -2.93 -1.50 -0.57
H -2.75 0.27 -0.93
H -0.37 -2.51 -0.98
*
```

Properties
M = 130.26 g mol⁻¹
Highest occupied orbital energy (alpha / beta) = -0.28056 / -0.28061 Ha
Gap between HOMO and LUMO (alpha / beta) = 0.27668 / 0.27675 Ha

Results of the Mulliken charge analysis, in e, for atoms 1 through 2: C -1.0647; C -0.2368

---

--- b ---
DFT (ωB97M-V with the def2-TZVPD basis set) results for one molecule with the formula C7H14S.

ORCA input file:
```
! RIJCOSX wB97M-V def2-TZVPD def2/J DEFGRID3
* xyz 0 1
C -0.51 -1.01 -1.45
C 0.61 0.90 0.07
C -1.01 1.10 -0.42
C -1.50 -0.33 -0.63
C 1.19 2.28 0.14
C -1.86 -1.09 0.75
C 1.81 -1.37 0.76
S 1.01 -0.50 -0.71
H -0.69 -2.13 -1.41
H -1.46 1.58 0.45
H -1.18 1.82 -1.34
H -2.49 -0.41 -1.11
H 0.75 2.84 -0.63
H 2.30 2.31 0.08
H 0.90 2.79 1.01
H -0.90 -1.20 1.34
H -2.43 -1.98 0.65
H -2.43 -0.30 1.27
H 2.76 -1.60 0.45
H 1.80 -0.77 1.76
H 1.20 -2.23 0.77
H 2.15 -0.69 -1.80
*
```

Properties
M = 130.26 g mol⁻¹
Highest occupied orbital energy = -0.26079 Ha
Gap between HOMO and LUMO = 0.27162 Ha
Structure (SMILES) = CC1=[S@@H](C)=C[C@@H](C)C1

Results of the Mulliken charge analysis, in e, for atoms 1 through 2: C -0.8579; C 0.2411

---

Which of them is the most stable? Correct choice: b.

---

--- a ---
DFT (ωB97M-V with the def2-TZVPD basis set) results for a 3-piece molecular cluster, C3H9O3S overall.

ORCA input file:
```
! RIJCOSX wB97M-V def2-TZVPD def2/J DEFGRID3
* xyz -1 1
O 0.45 -3.98 -1.20
C -0.05 -3.00 -0.71
C 0.56 -1.57 -0.60
C -0.59 -0.66 -1.07
S -1.03 0.92 2.83
H -0.98 -3.22 -0.11
H 0.66 -1.32 0.46
H 1.53 -1.52 -1.11
H -0.11 0.20 -1.51
H -1.09 -1.10 -1.94
H 0.97 1.65 3.03
H -1.30 -0.18 -0.38
O 0.19 1.83 3.54
H 0.90 3.77 0.07
H -0.50 3.94 -0.72
O 0.40 4.24 -0.59
*
```

Properties
M = 125.17 g mol⁻¹
Highest occupied orbital energy = -0.07867 Ha
Gap between HOMO and LUMO = 0.20571 Ha

Results of the Mulliken charge analysis, in e, for atoms 1 through 2: O -0.4960; C -0.0332

---

--- b ---
DFT (ωB97M-V with the def2-TZVPD basis set) results for a 3-piece molecular cluster, C3H9O3S overall.

ORCA input file:
```
! RIJCOSX wB97M-V def2-TZVPD def2/J DEFGRID3
* xyz -1 1
O 1.22 0.71 -1.10
C 1.20 -0.45 -1.43
C 0.08 -1.06 -2.20
C -1.21 -0.96 -1.40
S -1.01 -1.79 0.24
H 2.10 -1.06 -1.24
H -0.06 -0.69 -3.21
H 0.22 -2.14 -2.37
H -1.40 0.08 -1.20
H -2.11 -1.35 -1.90
H 1.30 2.33 3.90
H 0.77 2.95 2.61
O 1.41 3.09 3.33
H -0.28 1.65 0.35
H -1.37 0.88 0.94
O -0.73 1.55 1.21
*
```

Properties
M = 125.17 g mol⁻¹
Highest occupied orbital energy = -0.10661 Ha
Gap between HOMO and LUMO = 0.24656 Ha

Results of the Mulliken charge analysis, in e, for atoms 1 through 2: O -0.5388; C 0.0949

---

Which of them is the most stable? Correct choice: b.

---

--- a ---
DFT (ωB97M-V with the def2-TZVPD basis set) results for one molecule with the formula C4H2.

ORCA input file:
```
! RIJCOSX wB97M-V def2-TZVPD def2/J DEFGRID3
* xyz 0 1
C -0.24 -1.32 1.35
C 0.08 -0.53 0.51
C 0.08 0.48 -0.46
C 0.07 1.33 -1.37
H -0.35 -2.13 1.99
H 0.36 2.17 -2.02
*
```

Properties
M = 50.06 g mol⁻¹
Highest occupied orbital energy = -0.36165 Ha
Gap between HOMO and LUMO = 0.39235 Ha
Structure (SMILES) = C#CC#C

Results of the Mulliken charge analysis, in e, for atoms 1 through 2: C -0.2657; C -0.2717

---

--- b ---
DFT (ωB97M-V with the def2-TZVPD basis set) results for one molecule with the formula C4H2.

ORCA input file:
```
! RIJCOSX wB97M-V def2-TZVPD def2/J DEFGRID3
* xyz 0 1
C 0.79 -0.21 -0.40
C 1.75 0.00 0.30
C -0.57 -0.22 -0.63
C -1.73 -0.03 -0.36
H 2.45 0.20 1.08
H -2.69 0.25 0.02
*
```

Properties
M = 50.06 g mol⁻¹
Highest occupied orbital energy (alpha / beta) = -0.35679 / -0.35679 Ha
Gap between HOMO and LUMO (alpha / beta) = 0.39322 / 0.39217 Ha
Structure (SMILES) = C#CC#C

Results of the Mulliken charge analysis, in e, for atoms 1 through 2: C -0.0889; C -0.3385

---

--- c ---
DFT (ωB97M-V with the def2-TZVPD basis set) results for one molecule with the formula C4H2.

ORCA input file:
```
! RIJCOSX wB97M-V def2-TZVPD def2/J DEFGRID3
* xyz 0 1
C 1.09 0.20 -0.09
C -1.89 -0.52 -0.06
C 2.37 0.23 -0.11
C -0.67 -0.44 0.09
H 1.93 1.48 0.11
H -2.83 -0.94 0.07
*
```

Properties
M = 50.06 g mol⁻¹
Highest occupied orbital energy = -0.40042 Ha
Gap between HOMO and LUMO = 0.37147 Ha
Structure (SMILES) = C#CC#C

Results of the Mulliken charge analysis, in e, for atoms 1 through 2: C 0.3106; C -0.0731

---

Which of them is the most stable? Correct choice: a.